No. 1
Density functional theory data (ωB97M-V with the def2-TZVPD basis set) for a structure of composition C38H41BCl2N2O3PW.

```
89
Properties=species:S:1:pos:R:3:forces:R:3:lowdin_spin:R:1
H 0.685 2.495 0.952 0.0 0.0 0.0 0.00
H 0.250 0.065 -3.343 0.0 0.0 0.0 0.00
H 0.136 4.152 2.687 0.0 0.0 0.0 0.00
C -0.651 3.744 2.065 0.0 0.0 0.0 0.00
H -0.906 -1.877 4.962 0.0 0.0 0.0 0.00
H 4.563 2.354 0.759 0.0 0.0 0.0 0.00
H 0.965 -0.519 6.081 0.0 0.0 0.0 0.00
C 1.943 3.453 -2.689 0.0 0.0 0.0 0.00
C 1.795 -3.032 -2.842 0.0 0.0 0.0 0.00
C -2.657 2.712 0.450 0.0 0.0 0.0 0.00
H 3.218 2.196 1.893 0.0 0.0 0.0 0.00
Cl -2.172 -3.321 1.104 0.0 0.0 0.0 0.02
C 3.754 0.338 -0.987 0.0 0.0 0.0 0.00
H -2.292 3.037 -2.650 0.0 0.0 0.0 0.00
W -1.074 -1.193 0.006 0.1 0.0 0.0 1.68
C -1.339 2.303 0.252 0.1 0.0 0.0 0.01
C 2.304 2.707 -3.798 0.0 0.0 0.0 0.00
H 3.584 -0.706 -1.255 0.0 0.0 0.0 0.00
H 2.916 2.676 0.203 0.0 0.0 0.0 0.00
H -3.994 3.935 1.592 0.0 0.0 0.0 0.00
H 1.405 0.979 5.239 0.0 0.0 0.0 0.00
H -4.956 0.586 -4.931 0.0 0.0 0.0 0.00
C -0.891 -1.859 3.871 0.0 0.0 0.0 0.00
H 3.965 -0.037 1.121 0.0 0.0 0.0 0.00
N 4.820 -4.793 -3.065 0.0 0.0 0.0 0.00
H -0.007 1.451 3.487 0.0 0.0 0.0 0.00
C 1.436 -0.793 3.994 0.0 0.0 0.0 0.00
P -0.929 1.006 -0.964 0.0 0.0 0.1 0.03
Cl -3.220 -0.664 1.260 0.0 0.0 -0.1 0.02
H -0.062 -1.959 -2.845 0.0 0.0 0.0 0.00
C -2.294 0.961 -2.160 0.0 0.0 0.0 0.00
B 1.529 -0.194 1.804 0.0 0.1 0.1 0.01
H -1.562 0.729 3.080 0.0 0.0 0.0 0.00
H 3.048 -2.172 4.250 0.0 0.0 0.0 0.00
H -4.962 -1.859 -4.614 0.0 0.0 0.0 0.00
C 1.583 -2.754 -0.153 0.0 0.0 0.0 0.00
H 1.835 -3.132 -3.917 0.0 0.0 0.0 0.00
H -3.445 2.324 -0.185 0.0 0.0 0.0 0.00
H 4.811 0.565 -1.135 0.0 0.0 0.0 0.00
C 2.670 -3.433 -0.656 0.0 0.0 0.0 0.00
H 2.397 4.421 -2.515 0.0 0.0 0.0 0.00
C -2.968 3.623 1.451 0.0 0.0 0.0 0.00
C -2.723 2.063 -2.853 0.0 0.0 0.0 0.01
C -3.695 -2.394 1.266 0.0 0.0 0.0 0.00
C -2.803 -2.707 -2.123 0.0 0.0 0.0 0.06
O 1.979 0.190 0.601 0.0 0.0 0.0 0.01
H 3.165 0.969 -1.652 0.0 0.0 0.0 0.00
H -4.057 2.807 -4.380 0.0 0.0 0.0 0.00
C 1.617 -0.085 5.321 0.0 0.0 0.0 0.00
O 0.251 -0.774 1.958 0.0 0.0 0.0 0.06
C -2.809 -0.334 -2.438 0.0 0.0 0.0 0.02
C 0.986 2.976 -1.799 0.0 0.0 0.0 0.00
H 2.648 -0.202 5.654 0.0 0.0 0.0 0.00
C 3.372 0.593 0.453 0.0 0.0 0.0 0.00
H -2.455 -3.616 -1.641 0.0 0.0 0.0 0.00
C -0.342 2.816 1.082 0.0 0.0 0.0 0.00
H -4.080 -3.843 -3.451 0.0 0.0 0.0 0.00
C 3.916 -4.252 -2.609 0.0 0.0 0.0 0.00
C 2.792 -3.568 -2.036 0.0 0.0 0.0 0.00
O 2.205 -0.097 2.985 0.0 0.0 0.0 0.00
C -1.966 4.147 2.254 0.0 0.0 0.0 0.00
H -1.914 -1.708 3.533 0.0 0.0 0.0 0.00
H -4.202 -2.654 2.190 0.0 0.0 0.0 0.00
C -3.713 1.932 -3.846 0.0 0.0 0.0 -0.01
C -4.213 0.696 -4.150 0.0 0.0 0.0 0.01
C -0.675 0.620 3.704 0.0 0.0 0.0 0.00
H 1.800 -2.766 3.147 0.0 0.0 0.0 0.00
H 3.405 -3.855 0.014 0.0 0.0 0.0 0.00
C -3.766 -0.463 -3.472 0.0 0.0 0.0 0.00
H 1.515 -2.770 4.892 0.0 0.0 0.0 0.00
C -4.232 -1.757 -3.820 0.0 0.0 0.0 0.05
N 0.631 -2.192 -0.923 0.0 -0.1 0.1 0.02
C 1.974 -2.216 4.074 0.0 0.0 0.0 0.00
H 1.951 0.900 -4.906 0.0 0.0 0.0 0.00
C -0.010 -0.716 3.426 0.0 0.0 0.0 0.00
H -0.978 0.682 4.749 0.0 0.0 0.0 0.00
H 0.699 3.594 -0.960 0.0 0.0 0.0 0.00
H 3.045 3.085 -4.491 0.0 0.0 0.0 0.00
C 1.695 1.479 -4.028 0.0 0.0 0.0 0.00
H -2.207 4.871 3.022 0.0 0.0 0.0 0.00
C 0.391 1.737 -2.006 0.0 0.0 0.0 0.00
C 0.743 -2.362 -2.251 0.0 0.0 0.0 0.00
C 0.748 1.003 -3.138 0.0 0.0 0.0 0.00
C 3.522 2.045 0.857 0.0 0.0 0.0 0.00
C -3.744 -2.852 -3.172 0.0 0.0 0.0 0.00
H 1.448 -2.660 0.915 0.0 0.0 0.0 0.00
C -2.325 -1.478 -1.706 -0.1 0.0 0.0 0.00
H -4.287 -2.575 0.375 0.0 0.0 0.0 0.00
H -0.533 -2.823 3.517 0.0 0.0 0.0 0.00
```
Forces are in eV/Å.

The total energy comes out at -3161.4607 hartree. As for the expectation value of S²: 2.024. The multiplicity is 3. As for the molecular weight: 870.29 g mol⁻¹. Its net charge is +1.

=====

No. 2
Density functional theory data (ωB97M-V with the def2-TZVPD basis set) for a structure of composition C38H41Cl2N6O3RhTe.

```
92
Properties=species:S:1:pos:R:3:forces:R:3:lowdin_spin:R:1
H 1.739 -1.242 4.076 0.0 0.0 0.0 0.00
N -0.537 3.773 2.004 0.4 0.0 -0.1 0.04
N 0.063 -0.282 1.713 0.2 0.1 0.8 0.63
H 6.449 0.049 -2.061 0.0 0.0 0.0 0.00
C -6.094 -3.362 1.958 0.0 0.0 0.0 0.00
N -5.125 -0.187 0.312 0.0 0.0 0.0 0.00
H -0.299 -0.434 -4.832 0.0 0.0 0.0 0.00
Rh 0.147 1.693 1.911 -0.1 -0.1 -0.1 2.42
C 4.053 1.377 3.084 0.1 0.0 0.0 0.01
H 4.173 1.117 4.129 0.0 0.0 0.0 0.00
H -6.913 -4.029 2.192 0.0 0.0 0.0 0.00
H -1.086 6.011 -0.173 0.0 0.0 0.0 0.00
H 0.114 -4.320 0.094 0.0 0.0 0.0 0.00
C 0.684 -1.347 3.829 0.0 0.0 0.0 0.04
H 4.946 -1.714 -1.590 0.0 0.0 0.0 0.00
C 2.009 0.772 -1.213 0.1 0.0 0.0 0.01
H -0.129 -6.094 -5.361 0.0 0.0 0.0 0.00
C -0.823 -4.781 -2.959 0.0 0.0 0.0 0.01
H -0.415 -2.627 -5.523 0.0 0.0 0.0 0.00
C -0.878 -5.303 -5.415 0.0 0.0 0.0 0.00
H -1.858 -5.781 -5.384 0.0 0.0 0.0 0.00
H -4.655 -4.586 2.982 0.0 0.0 0.0 0.00
C -0.095 -0.627 -3.781 0.0 0.0 0.0 0.02
H 2.109 -3.219 -0.054 0.0 0.0 0.0 0.00
C 1.362 4.765 3.359 0.0 0.0 0.0 0.00
C -2.327 3.568 0.285 0.0 0.0 -0.1 0.00
H -1.023 -5.829 -2.764 0.0 0.0 0.0 0.00
C -0.680 -3.917 -1.881 0.0 0.0 -0.1 0.03
H -4.202 2.039 -0.505 0.0 0.0 0.0 0.00
O 2.280 1.997 1.598 -0.2 0.0 0.0 0.14
H 5.713 1.358 -2.990 0.0 0.0 0.0 0.00
O 1.747 1.499 3.682 0.1 0.0 0.0 0.08
C 4.121 -1.018 -1.491 0.0 0.0 0.0 0.00
C -3.319 1.440 -0.238 0.0 0.0 0.0 0.01
O 0.827 -2.413 1.702 0.0 0.1 0.1 0.26
H 0.376 1.878 -2.093 0.0 0.0 0.0 0.00
C 4.349 0.337 -1.683 0.0 0.0 0.0 0.01
C -3.801 0.157 0.360 -0.1 0.0 -0.1 0.00
H -2.199 3.632 -0.798 0.1 -0.1 0.0 0.00
H 1.290 2.760 -0.857 0.0 0.0 0.0 0.00
Cl 5.026 2.819 2.761 0.0 0.0 0.0 0.00
C -1.176 4.242 0.955 -0.1 0.1 0.1 0.02
C -0.719 -4.338 -4.274 0.0 0.0 0.0 0.01
Cl 4.575 -0.010 2.110 0.0 0.0 0.0 0.00
C -6.346 -2.214 1.234 0.0 0.0 0.0 0.00
C -0.326 -2.078 -3.461 0.0 -0.1 -0.1 0.04
H 0.146 1.491 -0.390 -0.1 0.1 -0.2 0.02
C -5.251 -1.397 0.968 0.0 0.0 0.0 0.00
C 3.280 1.215 -1.544 0.0 0.0 0.0 0.00
N -2.433 2.168 0.678 -0.1 0.1 0.0 0.04
H 0.138 -0.524 4.279 0.0 0.0 0.0 0.00
C -3.955 -1.708 1.391 0.0 -0.1 0.0 0.00
C 0.421 4.746 2.335 -0.1 0.0 0.1 0.01
H 2.192 -3.447 -1.810 0.0 0.0 0.0 0.00
C 0.895 1.783 -1.137 0.0 -0.1 0.0 0.04
H 0.330 -2.304 4.212 0.0 0.0 0.0 0.00
C -0.480 -2.990 -4.503 0.0 0.1 0.0 0.01
C -4.802 -3.682 2.406 0.0 0.0 0.0 0.00
H -1.605 -3.936 0.065 0.0 0.0 0.1 0.00
H -5.865 0.347 -0.110 0.0 0.0 0.0 0.00
H -2.827 2.118 1.613 0.1 -0.1 0.0 0.00
H -2.776 1.250 -1.168 0.0 0.0 0.0 0.00
C 1.823 -0.600 -1.003 -0.1 0.0 0.0 0.02
H 1.038 7.756 0.822 0.0 0.0 0.0 0.00
C 2.067 6.938 2.530 0.0 0.0 0.0 0.00
H 6.050 1.580 -1.276 0.0 0.0 0.0 0.00
H -7.344 -1.966 0.900 0.0 0.0 0.0 0.00
H 3.446 2.279 -1.675 0.0 0.0 0.0 0.00
H 2.729 7.787 2.629 0.0 0.0 0.0 0.00
C 5.718 0.855 -2.021 0.0 0.0 0.0 0.00
C -0.411 -2.575 -2.164 0.0 0.2 0.3 0.21
H 3.661 -3.482 -0.836 0.0 0.0 0.0 0.00
H -3.240 4.134 0.518 0.0 0.0 0.0 0.00
N -0.717 5.452 0.578 0.0 0.1 0.1 0.01
H 1.441 3.943 4.058 0.0 0.0 0.0 0.00
C 0.312 5.810 1.445 0.0 0.0 -0.1 0.00
C -0.808 -4.446 -0.477 0.0 0.0 0.0 0.02
H -0.755 0.012 -3.190 0.0 0.0 0.0 0.01
H -0.775 -4.803 -6.377 0.0 0.0 0.0 0.00
C 2.869 -1.516 -1.144 0.1 0.0 0.0 0.01
H 0.935 -0.330 -3.575 0.0 0.0 0.0 0.00
C 0.534 -1.367 2.331 -0.2 0.0 -0.3 0.10
C -3.724 -2.865 2.135 0.1 0.0 0.0 0.00
C 2.693 -2.998 -0.948 0.0 0.0 0.0 0.01
H 2.928 5.925 4.217 0.0 0.0 0.0 0.00
C 1.129 6.931 1.516 0.0 0.0 0.0 0.00
H -1.049 -5.508 -0.492 0.0 0.0 0.0 0.00
Te -0.059 -1.310 -0.416 -0.2 -0.3 -0.5 0.68
H -2.731 -3.104 2.491 0.0 0.0 0.0 0.00
C 2.590 1.654 2.777 0.0 0.1 0.0 0.02
N -3.066 -0.721 0.975 0.0 0.0 0.1 0.01
C 2.180 5.873 3.438 0.0 0.0 0.0 0.00
```
Forces are in eV/Å.

The total energy comes out at -3325.5936 hartree. As for the expectation value of S²: 8.777. The multiplicity is 6. As for the molecular weight: 931.20 g mol⁻¹. Its net charge is +1.

=====

The lowest expectation value of S² belongs to which entry?
C38H41BCl2N2O3PW

=====

What is the net charge in the first record?
+1

=====

Which formula does entry 2 have?
C38H41Cl2N6O3RhTe

=====

Which of these has the highest multiplicity?
C38H41Cl2N6O3RhTe